This record from the OMol25 dataset describes a 15-piece molecular cluster, C39H66FN15O8P2S overall. The level of theory is the ωB97M-V functional and the def2-TZVPD basis.

Positions of all 132 atoms, in Å:
C  1.259  -1.041  4.871
C  0.484  -1.978  3.868
P  0.006  -1.112  2.299
C  -1.818  -1.227  1.940
C  -2.493  0.171  2.007
C  0.928  -1.744  0.805
C  1.140  -0.546  -0.144
O  1.496  0.637  0.528
C  1.603  1.648  -0.447
C  2.925  1.624  -1.228
C  4.139  2.237  -0.491
C  4.189  1.921  1.004
N  3.821  2.851  1.994
O  4.521  0.836  1.335
O  0.186  -2.715  -0.021
C  0.751  -3.937  -0.191
P  2.275  -3.947  -1.264
O  3.194  -2.830  -1.057
O  1.854  -3.988  -2.826
O  3.080  -5.307  -0.906
S  1.033  -4.855  1.398
O  2.318  -4.581  1.942
O  -0.089  -4.756  2.245
F  1.071  -6.361  0.871
H  1.661  -1.718  5.650
H  0.607  -0.326  5.369
H  2.134  -0.585  4.405
H  -0.435  -2.309  4.360
H  1.109  -2.860  3.737
H  -2.319  -1.925  2.612
H  -1.904  -1.533  0.891
H  -2.477  0.654  1.028
H  -3.546  -0.002  2.255
H  -2.031  0.814  2.742
H  1.919  -2.088  1.117
H  0.142  -0.370  -0.595
H  1.806  -0.804  -0.973
H  0.795  1.552  -1.186
H  1.480  2.635  0.004
H  3.203  0.636  -1.599
H  2.763  2.238  -2.123
H  4.197  3.324  -0.624
H  5.045  1.807  -0.920
H  4.628  3.023  2.581
H  3.512  3.717  1.565
H  -0.002  -4.551  -0.708
H  0.907  -3.834  -2.937
H  3.727  -4.984  -0.257
C  -5.363  2.738  3.998
C  -4.006  2.794  3.450
N  -2.958  2.827  3.011
H  -6.016  3.394  3.427
H  -5.741  1.719  3.939
H  -5.353  3.056  5.039
C  -0.567  5.152  5.447
C  -0.170  3.745  5.492
N  0.126  2.648  5.502
H  -1.609  5.231  5.138
H  -0.454  5.605  6.430
H  0.051  5.694  4.736
C  -3.409  4.227  -0.596
C  -4.480  3.299  -0.222
N  -5.308  2.568  0.053
H  -2.464  3.877  -0.187
H  -3.329  4.281  -1.679
H  -3.622  5.219  -0.204
C  3.282  -4.583  7.174
C  2.027  -4.052  6.625
N  1.061  -3.640  6.190
H  3.781  -3.814  7.756
H  3.077  -5.435  7.815
H  3.933  -4.898  6.364
C  -0.394  6.453  -2.755
C  -0.345  5.317  -1.831
N  -0.308  4.424  -1.128
H  -0.475  7.382  -2.194
H  0.512  6.476  -3.358
H  -1.258  6.359  -3.409
C  -0.751  7.125  1.816
C  0.134  7.598  2.884
N  0.815  7.960  3.718
H  -1.039  7.960  1.179
H  -0.243  6.374  1.213
H  -1.647  6.684  2.249
C  -5.175  0.095  -3.361
C  -3.855  0.718  -3.244
N  -2.823  1.185  -3.172
H  -5.200  -0.824  -2.778
H  -5.940  0.774  -2.988
H  -5.380  -0.136  -4.405
C  3.289  -0.769  -4.547
C  2.187  0.100  -4.974
N  1.336  0.779  -5.303
H  3.001  -1.305  -3.643
H  3.521  -1.486  -5.332
H  4.171  -0.167  -4.339
C  -7.051  -3.162  -4.530
C  -6.462  -3.229  -3.189
N  -6.004  -3.281  -2.150
H  -7.018  -4.144  -4.996
H  -8.086  -2.833  -4.461
H  -6.492  -2.458  -5.143
C  7.535  -4.108  7.665
C  6.430  -5.014  7.993
N  5.573  -5.715  8.249
H  8.463  -4.495  8.079
H  7.633  -4.024  6.584
H  7.340  -3.122  8.083
C  -1.232  -0.235  -7.823
C  -2.479  0.345  -8.332
N  -3.446  0.795  -8.726
H  -0.657  0.525  -7.295
H  -1.459  -1.049  -7.136
H  -0.639  -0.621  -8.650
C  5.680  -6.373  -2.272
C  6.626  -5.995  -3.326
N  7.359  -5.702  -4.144
H  6.129  -6.204  -1.295
H  4.777  -5.778  -2.356
H  5.422  -7.426  -2.368
C  -0.941  -5.395  -4.603
C  -2.047  -4.497  -4.954
N  -2.903  -3.800  -5.226
H  -1.196  -5.967  -3.712
H  -0.748  -6.083  -5.424
H  -0.043  -4.814  -4.413
C  -5.366  6.341  -3.743
C  -4.457  6.813  -2.694
N  -3.755  7.179  -1.878
H  -5.677  7.178  -4.364
H  -4.860  5.603  -4.364
H  -6.244  5.885  -3.290

Properties
Charge = 0
Frontier orbital gap = 0.235 Ha
Electronic energy = -4129.53820 Eh



This record from the OMol25 dataset describes a 2-piece molecular cluster, C4H9O2S2 overall. The level of theory is the ωB97M-V functional and the def2-TZVPD basis.

Positions of all 17 atoms, in Å:
O  -0.317  0.493  -1.224
C  0.091  -0.663  -1.518
O  0.044  -1.681  -0.804
C  0.695  -0.824  -2.923
H  1.459  -1.602  -2.935
H  -0.091  -1.129  -3.616
H  1.098  0.129  -3.265
C  -2.031  -0.066  1.721
S  -1.116  0.893  2.955
S  0.799  0.172  2.730
C  1.391  1.128  1.307
H  -1.646  0.169  0.734
H  -1.879  -1.126  1.895
H  -3.082  0.191  1.833
H  1.326  2.186  1.546
H  2.431  0.847  1.163
H  0.826  0.883  0.400

Properties
Charge = -1
Frontier orbital gap = 0.281 Ha
Electronic energy = -1104.73935 Eh
ΔE to the lowest compared entry with this formula, charge and spin = 0.046 eV



This record from the OMol25 dataset describes a 2-piece molecular cluster, C2H3N2O2 overall. The level of theory is the ωB97M-V functional and the def2-TZVPD basis.

Positions of all 9 atoms, in Å:
C  0.654  1.434  -2.160
C  -0.567  -1.099  1.541
N  0.784  0.497  0.278
N  -0.207  -0.158  0.182
O  1.414  0.760  -2.701
O  -0.145  2.286  -2.040
H  0.387  -1.386  1.897
H  -1.080  -1.962  1.013
H  -1.240  -0.370  1.990

Properties
Charge = -1
Frontier orbital gap = 0.177 Ha
Electronic energy = -337.96715 Eh
ΔE to the lowest compared entry with this formula, charge and spin = 1.149 eV



This record from the OMol25 dataset describes C6H6FeO5 as an isolated structure. The level of theory is the ωB97M-V functional and the def2-TZVPD basis.

Positions of all 18 atoms, in Å:
Fe  1.341  -0.533  0.070
C  1.680  -1.466  1.571
O  2.001  -2.087  2.491
C  2.424  -0.084  -1.212
O  3.049  0.250  -2.134
C  1.215  1.183  0.832
O  0.967  2.201  1.360
C  0.363  -1.808  -0.904
O  -0.389  -2.589  -1.362
C  -2.198  1.118  -1.066
H  -2.368  -0.025  -0.847
H  -1.949  1.551  -0.004
C  -1.154  1.309  -1.946
H  -0.217  1.952  -1.666
H  -0.651  0.419  -2.516
O  -0.986  -0.341  2.472
H  -1.311  -1.243  2.516
H  -1.819  0.193  2.346

Properties
Charge = +3
Frontier orbital gap (spin up / spin down) = 0.343 / 0.152 Ha
Electronic energy = -1870.49294 Eh
ΔE to the lowest compared entry with this formula, charge and spin = 2.152 eV
Spin multiplicity = 6